[1]
{
  "formula": "CH3F2NO3S2",
  "method": "ωB97M-V with the def2-TZVPD basis set",
  "smiles": "C=[S@](=O)(F)NS(=O)(=O)F",
  "fmax_ev_per_a": 5.59,
  "de_lowest_kcal_mol": 23.9,
  "energy_ev": -35819.3191,
  "homo_lumo_gap_ha": 0.365,
  "species": ["C", "S", "O", "F", "N", "S", "O", "O", "F", "H", "H", "H"],
  "xyz": [[-0.41, -0.47, -0.72], [-0.69, -0.02, 0.88], [-1.47, -0.83, 1.68], [-1.18, 1.57, 1.13], [0.88, -0.10, 1.59], [1.05, -0.26, 3.21], [2.33, 0.32, 3.57], [0.59, -1.49, 3.73], [0.01, 0.93, 3.69], [-1.23, -0.46, -1.29], [0.16, 0.43, -1.01], [1.55, 0.69, 1.24]]
}

=====

[2]
{
  "formula": "C4H5N3",
  "method": "ωB97M-V with the def2-TZVPD basis set",
  "smiles": "[H]/N=C/N=C\\CC#N",
  "fmax_ev_per_a": 1.03,
  "de_lowest_kcal_mol": 44.6,
  "energy_ev": -8697.8772,
  "homo_lumo_gap_ha": 0.388,
  "species": ["H", "N", "C", "N", "C", "C", "C", "N", "H", "H", "H", "H"],
  "xyz": [[0.37, -1.80, 2.05], [0.50, -1.43, 1.11], [1.14, -0.33, 1.14], [1.51, 0.32, -0.04], [0.70, 0.54, -0.99], [-0.80, 0.31, -1.11], [-1.61, 0.40, 0.10], [-2.33, 0.53, 1.00], [1.53, 0.16, 2.04], [1.16, 0.92, -1.92], [-0.96, -0.67, -1.57], [-1.21, 1.05, -1.81]]
}

=====

[3]
{
  "formula": "CH2Cl3Fe",
  "method": "ωB97M-V with the def2-TZVPD basis set",
  "s2": 8.76,
  "fmax_ev_per_a": 3.21,
  "de_lowest_kcal_mol": 16.2,
  "energy_ev": -73000.4307,
  "homo_lumo_gap_ha": [0.304, 0.210],
  "charge": 2,
  "spin_multiplicity": 6,
  "species": ["Fe", "Cl", "C", "Cl", "Cl", "H", "H"],
  "xyz": [[3.40, -1.55, 1.96], [1.92, 0.26, 1.33], [-1.02, 0.27, -0.48], [-0.22, -0.34, -1.93], [-2.61, 0.78, -1.00], [-1.12, -0.50, 0.28], [-0.36, 1.07, -0.16]]
}

=====

[4]
{
  "formula": "C5H10O",
  "method": "ωB97M-V with the def2-TZVPD basis set",
  "smiles": "CCCCC=O",
  "fmax_ev_per_a": 0.45,
  "de_lowest_kcal_mol": 9.7,
  "energy_ev": -7394.3436,
  "homo_lumo_gap_ha": 0.397,
  "species": ["C", "C", "C", "C", "C", "O", "H", "H", "H", "H", "H", "H", "H", "H", "H", "H"],
  "xyz": [[-0.26, -1.65, -0.19], [0.89, -0.90, 0.47], [1.04, 0.56, 0.02], [-0.19, 1.43, 0.29], [-1.41, 1.08, -0.52], [-2.54, 1.06, -0.09], [-1.23, -1.22, 0.06], [-0.29, -2.70, 0.14], [-0.17, -1.65, -1.28], [1.83, -1.43, 0.25], [0.77, -0.93, 1.56], [1.90, 1.00, 0.55], [1.29, 0.60, -1.05], [-0.48, 1.42, 1.35], [0.05, 2.47, 0.03], [-1.21, 0.86, -1.59]]
}

=====

[5]
{
  "formula": "C19H33FN3PS3V",
  "method": "ωB97M-V with the def2-TZVPD basis set",
  "s2": 2.02,
  "fmax_ev_per_a": 1.25,
  "de_lowest_kcal_mol": 7.2,
  "energy_ev": -94907.4484,
  "homo_lumo_gap_ha": [0.317, 0.315],
  "charge": 1,
  "spin_multiplicity": 3,
  "species": ["V", "C", "C", "N", "C", "C", "S", "C", "C", "N", "H", "H", "H", "H", "H", "H", "H", "H", "H", "H", "H", "H", "H", "H", "S", "C", "N", "C", "C", "C", "C", "C", "C", "S", "H", "H", "H", "H", "F", "C", "C", "P", "C", "C", "C", "C", "H", "H", "H", "H", "H", "H", "H", "H", "H", "H", "H", "H", "H", "H", "H"],
  "xyz": [[0.12, 0.32, 0.14], [-0.38, 1.58, -2.43], [0.98, 2.25, -2.21], [1.60, 1.71, -1.01], [2.34, 2.68, -0.22], [1.38, 3.54, 0.60], [0.18, 2.41, 1.41], [-1.42, 3.03, 0.79], [-1.57, 2.86, -0.71], [-1.12, 1.54, -1.16], [-0.21, 0.54, -2.74], [-0.94, 2.10, -3.21], [0.85, 3.33, -2.10], [1.60, 2.10, -3.10], [2.21, 0.93, -1.27], [2.96, 3.33, -0.86], [3.00, 2.14, 0.46], [0.83, 4.25, -0.01], [1.91, 4.07, 1.38], [-1.53, 4.07, 1.09], [-2.15, 2.43, 1.33], [-0.99, 3.64, -1.22], [-2.63, 3.03, -0.97], [-1.94, 0.96, -1.30], [-1.17, -0.02, 2.23], [0.44, -0.34, 2.63], [1.28, -0.35, 1.63], [2.58, -0.43, 2.04], [3.72, -0.42, 1.24], [4.96, -0.43, 1.84], [5.09, -0.45, 3.23], [3.97, -0.47, 4.05], [2.73, -0.47, 3.45], [1.15, -0.44, 4.22], [3.60, -0.43, 0.16], [5.85, -0.41, 1.23], [6.07, -0.44, 3.67], [4.07, -0.48, 5.12], [1.12, -0.82, -0.97], [-3.87, -0.43, 0.23], [-3.19, -1.15, -0.93], [-1.40, -1.53, -0.59], [-0.85, -2.40, -2.14], [-1.93, -3.01, -3.03], [-1.50, -2.88, 0.65], [-2.19, -4.17, 0.22], [-4.89, -0.15, -0.04], [-3.33, 0.47, 0.52], [-3.93, -1.08, 1.10], [-3.25, -0.55, -1.84], [-3.70, -2.09, -1.13], [-0.15, -3.17, -1.79], [-0.26, -1.70, -2.72], [-2.57, -3.70, -2.50], [-1.44, -3.56, -3.84], [-2.55, -2.24, -3.49], [-2.00, -2.46, 1.52], [-0.46, -3.09, 0.94], [-3.21, -3.99, -0.11], [-2.24, -4.84, 1.08], [-1.65, -4.68, -0.57]]
}

=====

[6]
{
  "formula": "C5H6O2",
  "method": "ωB97M-V with the def2-TZVPD basis set",
  "fmax_ev_per_a": 0.63,
  "de_lowest_kcal_mol": 69.7,
  "energy_ev": -9374.0719,
  "homo_lumo_gap_ha": 0.324,
  "species": ["C", "C", "O", "C", "O", "C", "C", "H", "H", "H", "H", "H", "H"],
  "xyz": [[1.19, -0.23, -1.30], [0.84, -0.17, 0.19], [0.33, 1.14, 0.55], [-0.93, 1.01, 1.02], [-1.54, 1.89, 1.55], [-1.37, -0.42, 0.70], [-0.16, -1.23, 0.49], [1.92, 0.55, -1.55], [1.59, -1.21, -1.57], [0.29, -0.04, -1.90], [1.75, -0.33, 0.79], [-2.20, -0.82, 1.28], [-1.72, -0.39, -0.35]]
}